Record 1
Density functional theory data (wB97M-V/def2-TZVPD) for 6 unconnected molecules or ions with the total composition C32H84N14O4P4 in a non-equilibrium geometry.

XYZ file:
```
138
Properties=species:S:1:pos:R:3:lowdin_charge:R:1
H 0.482 -0.817 -10.005 0.09
C 3.898 1.169 2.387 -0.08
H 2.626 1.753 4.806 0.07
H 2.394 -1.580 -6.634 0.07
C -0.790 -6.847 2.019 -0.12
H 0.638 2.120 -0.427 0.10
H 1.953 -2.496 -5.103 0.06
C 1.857 1.065 5.158 -0.09
H 3.664 1.938 -7.773 0.08
H -1.785 0.720 -8.997 0.09
H -1.867 -7.571 -1.165 0.06
H 5.700 -1.325 2.099 0.08
H 1.999 0.800 6.206 0.07
H -2.792 -0.229 0.218 0.08
H -1.343 -1.907 -5.721 0.09
H 0.389 3.234 2.581 0.07
H 2.222 2.903 -7.421 0.08
C -0.119 -5.176 -2.089 -0.08
H -2.544 3.827 5.721 0.06
H -2.698 -8.056 0.268 0.08
H -0.321 -2.284 -4.326 0.06
N -3.498 5.221 4.359 -0.31
H -0.250 -0.069 4.241 0.08
H -2.443 2.444 0.183 0.07
H -1.585 -6.494 2.676 0.07
H 1.827 -0.677 -8.907 0.07
H -4.042 3.314 4.986 0.08
O 2.705 -2.118 2.695 -0.30
H 2.961 1.587 2.756 0.04
C 3.237 -3.141 5.534 -0.12
N 2.110 1.001 -6.669 -0.32
H 0.083 -6.283 2.348 0.07
C -1.435 -0.153 -8.447 -0.11
H 0.544 4.222 4.472 0.06
N -1.417 -4.794 -1.425 -0.30
O -3.569 3.970 1.937 -0.28
C 0.758 -0.883 -8.952 -0.14
H -1.196 6.082 0.668 0.07
C 0.230 -3.461 0.936 -0.11
H -2.677 8.136 3.538 0.06
C 2.727 1.104 -5.379 -0.14
H -1.949 -2.978 -2.290 0.06
H 0.368 -1.495 5.106 0.08
N -1.239 4.310 3.194 -0.29
H -2.334 -4.262 2.794 0.06
C 5.660 -0.570 2.885 -0.09
H 3.766 1.435 -5.379 0.08
H -3.350 -0.904 -2.466 0.08
N -2.966 2.304 -1.863 0.02
H -0.647 0.123 0.599 0.05
P -1.864 -5.129 0.169 0.60
H 2.722 -3.764 4.803 0.08
C -3.066 1.276 -2.772 -0.13
H -4.487 7.044 3.781 0.07
N 1.865 -1.799 -2.402 0.16
H -0.813 5.055 5.196 0.07
H 0.192 -2.905 -0.001 0.06
N -1.158 -6.643 0.612 -0.29
C -4.522 6.214 4.487 -0.15
H -3.320 -4.222 -1.944 0.07
H -1.643 8.391 2.326 0.08
C 1.324 -0.762 -2.259 -0.21
H -2.276 7.472 0.387 0.08
H 0.187 5.752 3.942 0.06
N 0.502 -1.022 -5.778 -0.30
H 4.740 1.849 2.518 0.08
H -2.726 -2.797 1.929 0.07
C 0.541 -0.819 4.269 -0.13
H -0.495 -7.866 2.269 0.08
C 1.611 -2.042 -6.033 -0.08
H 0.045 -4.587 -2.991 0.06
C -2.688 1.772 -0.626 -0.14
H -5.508 5.756 4.409 0.09
N 3.806 -1.831 5.119 -0.29
C -0.326 4.839 4.245 -0.11
C 4.480 -1.099 6.228 -0.10
H 0.480 -1.422 3.363 0.04
C -2.314 -4.005 -2.305 -0.09
H 1.149 -2.837 -6.619 0.07
C -1.944 7.564 2.970 -0.11
H -1.060 -8.694 -0.113 0.08
H -4.479 6.671 5.476 0.08
C -0.616 3.424 2.204 -0.11
C -1.706 -7.816 -0.115 -0.12
H -2.927 5.810 0.243 0.07
O -3.361 -5.192 0.261 -0.31
H 0.535 -2.770 1.722 0.04
P 3.098 -1.099 3.732 0.56
H 4.928 -1.882 6.840 0.07
H 3.833 -0.520 6.888 0.06
H -0.840 -0.712 -4.364 0.07
C 2.575 1.917 -7.726 -0.10
H 0.881 -4.319 0.769 0.08
H 2.063 1.167 -0.643 0.10
H 6.056 -1.081 3.763 0.06
C -1.894 -3.416 2.265 -0.12
H -0.631 4.035 1.302 0.06
H 6.331 0.217 2.541 0.07
H 2.263 1.582 -8.715 0.07
H 0.854 -0.764 0.450 0.05
H 0.944 1.255 -2.788 0.11
H 2.813 0.170 -4.823 0.07
H -1.296 -2.834 2.966 0.07
H -2.192 -4.435 -3.299 0.08
H 2.159 1.880 -4.866 0.07
H 0.625 0.712 1.461 0.05
C -3.160 0.067 -2.034 -0.10
H -1.227 2.524 2.137 0.07
C -0.576 -1.514 -5.054 -0.17
C 0.432 0.240 0.498 -0.09
H -1.164 7.259 3.668 0.06
H -1.992 -0.202 -7.511 0.07
H -1.567 -1.109 -8.954 0.08
C 0.643 0.524 -2.038 -0.16
C 0.975 1.106 -0.646 -0.22
H -3.150 1.343 -3.847 0.10
N -1.127 -3.903 1.150 -0.30
N 4.281 -0.047 3.223 -0.28
P -2.818 4.860 2.842 0.60
H 0.653 -4.861 -1.387 0.05
H -0.431 0.348 -2.098 0.09
H -4.039 4.628 6.290 0.08
H 5.316 -0.498 5.874 0.07
O -0.389 1.550 -5.968 -0.30
C -2.899 0.391 -0.660 -0.11
N -0.033 -0.006 -8.122 -0.32
C -3.539 4.170 5.437 -0.07
C -2.216 6.452 0.765 -0.13
H 2.520 -3.083 6.353 0.07
N 1.822 -0.142 4.295 -0.29
H -2.995 3.284 -2.105 0.15
H 0.915 1.613 5.155 0.07
H 4.019 -3.722 6.022 0.07
H 3.766 0.946 1.329 0.07
H 0.755 -1.889 -8.534 0.07
P 0.450 0.489 -6.583 0.60
N -2.562 6.473 2.185 -0.30
H -0.058 -6.236 -2.337 0.07
```

The lowest unoccupied orbital energy comes out at 0.370 eV. The gap between HOMO and LUMO is 8.112 eV. Its structure (SMILES) is CN(C)P(=O)(N(C)C)N(C)C.CN(C)P(=O)(N(C)C)N(C)C.CN(C)P(=O)(N(C)C)N(C)C.CN(C)P(=O)(N(C)C)N(C)C.c1cc[nH]c1.CCCC#N. For the energy relative to the best compared isomer or geometry (same formula, charge and spin), the calculation gives 123.5 kJ/mol. As for the calculated total energy: -100755.226 eV.



Record 2
Density functional theory data (wB97M-V/def2-TZVPD) for 10 unconnected molecules or ions with the total composition C32H85Br2Cl4N7O7 in a non-equilibrium geometry.

XYZ file:
```
137
Properties=species:S:1:pos:R:3:lowdin_charge:R:1
H -7.231 3.884 -1.386 0.08
H -3.191 2.031 -3.860 0.09
H 2.996 -1.825 -0.101 0.07
H -3.124 0.835 -2.758 0.05
H -7.705 3.384 0.245 0.07
H 3.951 1.179 -5.732 0.07
H 0.438 1.167 -5.385 -0.11
H -5.769 1.952 -1.585 0.13
C 0.549 0.936 4.582 -0.37
H 3.913 -0.997 3.550 0.11
H 6.375 0.114 1.717 0.08
H 4.566 2.174 -2.800 0.04
N -3.994 -1.142 -1.205 0.04
H -3.922 -0.853 -2.170 0.04
H -2.291 2.382 -2.367 0.09
H -5.576 -1.826 -3.152 0.09
H -8.148 2.333 -0.969 0.07
H 7.319 4.642 -1.997 0.09
H 3.522 -2.649 4.109 0.11
H -2.690 -3.247 -1.292 0.12
H 0.868 -0.465 -3.664 0.02
C -5.776 -2.373 -2.231 -0.06
Cl 3.522 6.573 -1.534 0.44
H 4.519 -1.456 0.525 0.08
H -4.945 -6.148 -0.338 0.06
H -6.088 1.003 1.029 0.07
C -3.259 4.816 -0.036 -0.11
H -3.923 -3.785 1.381 0.09
H 2.624 1.355 5.183 0.12
H 3.544 3.411 4.791 0.08
H -6.045 -3.416 -2.402 0.08
H -1.926 -5.521 -2.193 0.09
C 3.820 1.885 -4.912 -0.66
C -3.567 -3.372 -1.927 -0.22
H -3.513 5.443 0.819 0.08
H 7.026 -2.900 4.415 0.08
O -2.068 -4.237 1.927 -0.20
H -0.804 -2.715 1.802 0.07
H 4.311 2.741 -5.374 0.05
C 0.423 -1.267 -4.253 -0.06
H -2.986 -7.804 2.071 0.08
H 1.636 -2.914 2.934 0.06
H -4.084 2.292 0.394 0.11
Cl 0.151 2.624 0.172 0.53
C 3.478 -1.543 0.835 -0.10
C 2.590 3.800 5.148 -0.10
C -1.799 -2.908 2.202 -0.12
C -4.638 -2.469 -1.241 -0.40
C 3.948 -2.057 3.299 -0.19
H -5.261 3.407 1.063 0.12
H -5.232 -7.397 0.907 0.08
H 5.755 1.392 -3.821 0.06
H 6.140 -1.369 4.730 0.08
Br 1.996 2.421 -4.521 0.77
Cl 2.373 6.811 -4.348 0.48
H 1.364 7.627 -2.307 0.03
H -3.844 -4.504 2.952 0.13
C 4.014 2.079 0.727 -0.06
H -3.260 -6.344 -3.015 0.09
H 5.373 -2.969 5.160 0.08
C -0.464 -0.620 -5.329 -0.40
H 1.663 1.085 2.917 0.07
C -2.849 -5.369 -2.751 -0.09
H 7.231 4.990 -0.240 0.08
C 2.031 6.815 -2.597 -0.96
H 1.590 -1.281 2.841 0.00
H 3.319 1.351 0.308 0.04
H -0.151 -1.961 -3.639 0.07
H -6.547 -1.793 -1.725 0.08
O -4.001 -4.719 -2.129 -0.18
C 6.493 2.612 0.482 -0.18
N 1.096 0.380 3.366 0.04
H 7.411 2.070 0.710 0.12
H -2.377 0.529 -5.632 0.12
H 1.400 1.894 6.412 0.13
H -4.997 -2.725 -0.245 0.13
C -4.924 -6.367 0.730 -0.07
H 2.823 3.836 6.212 0.09
H -0.207 1.660 4.274 0.13
Br 4.062 -0.274 -3.078 0.59
H -2.507 -2.211 1.752 0.08
H -3.000 5.396 -0.921 0.09
H 3.219 -0.501 1.023 0.05
H -2.514 -0.577 -4.339 0.10
H 2.433 4.809 4.768 0.09
H -1.081 -0.357 5.239 0.07
H -0.448 0.731 -6.656 0.06
Cl -0.314 -0.233 -0.494 0.50
C 3.219 -2.418 2.007 -0.39
N 5.634 0.790 1.834 0.05
H -0.374 0.259 6.528 0.07
H 0.154 1.642 -1.934 -0.02
C 6.046 -2.429 4.494 -0.07
H 1.392 5.954 -2.399 0.01
H 1.606 1.202 -1.137 0.00
O 6.432 3.158 -0.857 -0.20
H -2.454 4.199 0.364 0.05
C -4.873 2.997 0.131 -0.20
C -3.430 -4.576 1.946 -0.16
O 5.370 -2.334 3.204 -0.23
H -3.400 -2.872 -2.882 0.11
C -0.066 -0.106 5.548 -0.05
H 0.653 -0.891 5.785 0.08
H 4.751 0.308 1.925 0.02
C -3.656 -6.039 1.393 -0.45
C 5.432 1.522 0.585 -0.43
C -7.347 3.028 -0.721 -0.06
N -6.213 0.933 0.029 0.03
H 5.429 0.833 -0.260 0.12
C 1.639 1.790 5.353 -0.24
H -2.877 -6.373 0.709 0.13
O -4.300 4.041 -0.590 -0.20
H -2.531 -4.818 -3.637 0.08
H 8.396 3.869 -0.828 0.08
H 3.714 2.222 1.765 0.08
C -2.482 1.632 -3.135 -0.07
H -5.710 -5.708 1.100 0.08
H -1.814 -2.844 3.290 0.09
C 4.684 1.531 -3.673 -0.59
N 1.792 -2.125 2.324 0.03
H 1.272 -1.666 -4.808 0.07
H -5.522 0.243 -0.230 0.03
C -6.054 2.219 -0.567 -0.44
H -0.763 -1.355 -6.076 0.13
H -3.069 -1.141 -0.800 0.03
C 0.536 1.319 -0.966 -0.96
H -2.545 -6.567 2.823 0.07
N 0.282 0.411 -6.035 -0.01
H 3.394 -3.437 1.663 0.15
O -1.366 1.014 -3.822 -0.23
C 7.376 4.218 -0.995 -0.11
C -1.805 0.108 -4.805 -0.19
H 6.317 3.388 1.227 0.13
O 1.490 2.994 4.763 -0.18
H 0.388 0.427 2.647 0.06
H 3.812 3.020 0.215 0.08
N -3.396 -6.963 2.451 0.02
```

The lowest unoccupied orbital energy comes out at 0.333 eV. The gap between HOMO and LUMO is 9.104 eV. Its structure (SMILES) is COC[C@H](C)N.COC[C@H](C)N.COC[C@H](C)N.COC[C@H](C)N.COC[C@H](C)N.COC[C@H](C)N.COC[C@H](C)N.BrCCBr.ClCCl.ClCCl. As for the calculated total energy: -249492.702 eV.



Record 3
Density functional theory data (wB97M-V/def2-TZVPD) for 9 unconnected molecules or ions with the total composition C32H85ClN9O17 in a non-equilibrium geometry.

XYZ file:
```
144
Properties=species:S:1:pos:R:3:lowdin_charge:R:1
H -2.913 18.267 -20.830 0.13
H -4.595 21.028 -21.019 0.10
H -4.478 22.767 -29.694 0.08
C -2.074 16.267 -20.061 -0.14
H -1.473 12.124 -26.715 0.12
H -4.440 15.050 -31.507 0.08
H -6.176 11.971 -17.786 0.11
H -5.872 22.865 -28.719 0.08
H -5.392 19.574 -23.056 0.11
H -3.791 23.396 -20.858 0.08
H -2.907 15.763 -28.308 0.10
H -8.084 10.986 -15.032 0.11
H 0.142 17.446 -24.970 0.09
H -5.384 13.666 -26.276 0.07
H -4.561 14.886 -20.352 0.06
N -3.034 18.996 -28.822 -0.04
H -3.839 16.792 -18.361 0.09
O -5.593 22.665 -21.650 -0.23
H -3.889 16.928 -20.939 0.09
H -3.959 21.675 -22.489 0.11
H -11.382 18.504 -20.689 0.08
H 0.498 12.327 -24.713 0.10
O -4.864 16.976 -24.300 -0.36
N -3.706 17.586 -18.971 -0.07
C -6.995 14.094 -19.383 -0.19
H -1.093 17.030 -23.576 0.07
H -9.327 20.853 -20.723 0.11
H -10.746 10.254 -16.405 0.08
O -5.068 20.895 -28.970 -0.20
C -1.235 13.384 -24.898 -0.22
N -6.065 12.982 -26.572 0.19
H -4.475 12.314 -29.055 0.12
H -8.126 16.638 -24.229 0.03
H -3.450 21.555 -27.879 0.12
H -5.029 14.888 -29.820 0.07
C -8.139 11.319 -16.069 -0.25
H 0.560 10.945 -22.269 0.11
H 0.465 14.940 -20.571 0.07
H -5.620 14.427 -21.709 0.08
H -4.243 13.449 -21.240 0.09
H -9.778 10.528 -17.916 0.08
O 2.303 12.093 -22.406 -0.21
O 1.902 16.947 -22.498 0.02
H 1.386 14.914 -27.365 0.08
N -0.373 12.429 -24.211 -0.04
H -8.158 12.338 -18.698 0.11
C 0.901 17.167 -23.172 -0.75
H -5.053 24.561 -21.159 0.08
N -4.794 12.892 -28.291 0.16
H -0.616 16.753 -21.971 0.06
H 0.864 12.050 -21.014 0.10
H -6.570 15.019 -18.994 0.11
O -4.107 15.241 -25.678 -0.36
C -5.061 14.055 -20.850 -0.09
H -4.836 21.155 -26.874 0.11
C -7.627 13.203 -18.301 -0.20
O 0.118 13.301 -26.826 -0.20
N -7.209 20.775 -22.562 -0.03
H -5.484 17.745 -19.921 0.10
H -6.922 20.002 -20.558 0.09
Cl -3.725 16.149 -24.623 0.61
C -5.950 12.548 -27.765 -0.80
C -4.894 21.475 -21.966 -0.23
O -9.774 19.332 -21.992 -0.18
O -7.764 15.820 -23.889 -0.06
H -2.279 15.753 -19.122 0.12
H -2.125 15.511 -20.845 0.10
O -9.409 11.878 -16.349 -0.18
H -5.651 21.097 -23.916 0.10
H 2.901 13.456 -21.141 0.08
C -5.748 20.599 -22.951 -0.14
H -7.763 10.455 -16.616 0.12
H -6.831 12.708 -25.973 0.13
N -6.597 12.796 -17.385 -0.06
H 0.371 15.459 -18.943 0.08
H -8.354 13.892 -17.871 0.12
O -3.464 15.471 -23.380 -0.36
H -4.335 16.815 -28.226 0.12
H -6.834 17.792 -17.917 0.11
C -4.173 15.124 -30.453 -0.07
C -7.018 12.329 -16.090 -0.23
H -11.861 19.133 -22.289 0.07
H -6.817 16.479 -15.916 0.08
H -5.206 15.754 -15.389 0.09
H 0.000 14.679 -28.299 0.09
H -0.109 15.373 -26.559 0.07
C -3.417 16.606 -28.774 -0.30
H -1.028 13.112 -22.337 0.11
C 0.330 14.663 -27.260 -0.08
H 1.857 17.920 -24.738 0.11
H 1.295 16.466 -20.112 0.08
C -5.761 17.962 -17.822 -0.20
H -5.947 22.122 -30.338 0.08
H -2.199 13.317 -24.392 0.11
H -6.816 15.950 -23.911 -0.01
C -5.366 22.199 -29.418 -0.14
H -11.534 20.228 -21.075 0.07
H -9.070 19.298 -19.969 0.11
N -0.353 17.079 -22.890 0.20
O -0.682 16.782 -20.175 -0.24
C 0.916 11.960 -22.099 -0.16
C -10.286 10.987 -17.068 -0.09
C -4.269 20.846 -27.752 -0.19
H -3.214 19.320 -26.772 0.11
H -4.208 13.505 -27.741 0.08
C -11.185 19.264 -21.444 -0.07
H -5.622 17.427 -15.116 0.08
C -3.861 19.389 -27.646 -0.20
H -3.675 18.889 -29.595 0.09
O -5.187 16.880 -17.105 -0.23
H -5.754 18.833 -17.166 0.11
N 0.939 17.675 -24.394 0.15
C -3.141 17.358 -20.273 -0.19
H -1.923 17.656 -27.626 0.10
C -4.866 23.555 -20.782 -0.08
C -7.538 19.811 -21.436 -0.18
H -1.622 17.478 -29.369 0.12
C 0.414 15.843 -19.962 -0.08
H -5.269 23.468 -19.773 0.09
H 2.400 14.128 -22.667 0.07
H -4.688 18.701 -27.469 0.11
C 2.942 13.296 -22.219 -0.13
H -7.709 14.335 -20.170 0.12
H 3.970 13.232 -22.578 0.09
H -7.406 13.186 -15.540 0.11
H -1.851 13.857 -26.947 0.09
H -7.411 18.793 -21.805 0.12
H -3.388 14.394 -30.253 0.07
C -4.963 18.214 -19.087 -0.23
O -2.599 16.850 -24.997 -0.34
H -6.117 11.978 -15.587 0.12
C -1.219 13.142 -26.419 -0.22
O -5.943 13.346 -19.995 -0.20
C -5.739 16.602 -15.820 -0.08
C -8.994 19.833 -20.916 -0.26
H -11.182 11.492 -17.429 0.08
H -7.202 21.730 -22.233 0.07
H -4.897 19.257 -19.398 0.10
O -6.862 11.999 -28.370 0.01
C -2.384 17.670 -28.613 -0.18
O -3.632 16.425 -30.115 -0.18
H 0.259 14.006 -22.819 0.08
H -1.045 14.457 -24.867 0.09
C -0.084 12.973 -22.865 -0.18
```

The lowest unoccupied orbital energy comes out at 2.047 eV. The gap between HOMO and LUMO is 8.628 eV. For the energy relative to the best compared isomer or geometry (same formula, charge and spin), the calculation gives 0.0 kJ/mol. As for the calculated total energy: -95290.231 eV. Its charge is -1.



> The lowest lowest unoccupied orbital energy belongs to which entry?

C32H85Br2Cl4N7O7